{
  "formula": "C39H56BFeN6O6P2S2",
  "method": "ωB97M-V/def2-TZVPD",
  "elements": ["Fe", "O", "C", "O", "C", "C", "C", "C", "C", "C", "P", "C", "C", "C", "C", "C", "C", "C", "C", "C", "C", "C", "C", "H", "H", "H", "H", "H", "H", "H", "H", "H", "H", "H", "H", "H", "H", "O", "S", "O", "O", "S", "B", "C", "N", "H", "H", "H", "C", "N", "C", "C", "C", "O", "H", "H", "H", "H", "H", "H", "H", "H", "H", "N", "P", "N", "C", "C", "C", "C", "C", "N", "C", "C", "C", "C", "C", "N", "C", "C", "C", "C", "C", "H", "H", "H", "H", "H", "H", "H", "H", "H", "H", "H", "H", "H", "H", "H", "H", "H", "H", "H", "H", "H", "H", "H", "H", "H", "H", "H", "H", "H", "H"],
  "positions_angstrom": [[-2.019, -0.153, 0.270], [-3.581, 3.070, 1.295], [-2.798, 2.863, 0.371], [-2.421, 1.741, -0.107], [-2.051, 4.011, -0.431], [-2.451, 5.265, -0.020], [-1.976, 6.469, -0.560], [-1.083, 6.418, -1.604], [-0.720, 5.179, -2.115], [-1.151, 3.968, -1.551], [-0.523, 2.309, -2.150], [-1.938, 1.613, -3.020], [-1.738, 0.374, -3.573], [-2.752, -0.202, -4.280], [-4.028, 0.366, -4.347], [-4.225, 1.627, -3.794], [-3.146, 2.260, -3.184], [0.510, 2.805, -3.554], [1.781, 3.270, -3.240], [2.635, 3.614, -4.239], [2.258, 3.551, -5.606], [0.936, 3.179, -5.908], [0.093, 2.765, -4.894], [-3.089, 5.375, 0.855], [-2.287, 7.399, -0.140], [-0.662, 7.293, -2.080], [0.052, 5.222, -2.904], [-0.803, -0.176, -3.474], [-2.587, -1.170, -4.716], [-4.868, -0.260, -4.790], [-5.186, 2.159, -3.847], [-3.287, 3.293, -2.916], [2.061, 3.170, -2.200], [3.667, 3.886, -4.050], [2.974, 3.788, -6.386], [0.573, 3.057, -6.877], [-0.952, 2.417, -5.089], [-3.934, -3.373, 0.927], [-4.258, -1.919, 0.765], [-3.196, -1.126, 1.555], [-5.606, -1.525, 1.121], [-3.739, -1.235, -1.190], [3.378, 2.325, 9.079], [3.225, 3.490, 7.971], [3.206, 4.316, 7.165], [2.383, 1.686, 9.085], [4.394, 1.737, 8.777], [3.398, 2.785, 10.200], [0.771, 3.188, 4.422], [-0.224, 2.290, 3.993], [-1.593, 2.542, 4.395], [-0.133, 1.481, 2.883], [1.173, 1.469, 2.126], [-1.100, 0.857, 2.481], [0.609, 4.223, 4.143], [1.740, 2.973, 4.001], [0.882, 3.238, 5.490], [-2.077, 1.610, 4.502], [-2.134, 3.100, 3.573], [-1.515, 3.049, 5.328], [1.830, 0.770, 2.560], [1.735, 2.446, 2.147], [0.993, 1.318, 1.110], [-0.516, -0.985, -0.450], [0.385, -2.200, -0.200], [1.845, -1.869, -0.977], [2.230, -0.636, -1.650], [3.669, -0.284, -1.197], [4.501, -1.548, -0.964], [3.971, -2.750, -1.781], [2.522, -3.058, -1.385], [-0.231, -3.452, -1.089], [-0.142, -4.834, -0.777], [-1.577, -5.505, -0.734], [-2.525, -4.944, -1.769], [-1.738, -4.230, -2.927], [-0.792, -3.107, -2.454], [0.785, -2.835, 1.289], [1.560, -2.090, 2.285], [2.024, -3.019, 3.415], [0.866, -3.731, 4.083], [-0.116, -4.376, 3.047], [-0.384, -3.323, 2.012], [1.544, 0.110, -1.289], [2.219, -0.734, -2.769], [3.597, 0.271, -0.216], [4.238, 0.263, -1.907], [4.677, -1.748, 0.100], [5.510, -1.288, -1.359], [4.515, -3.670, -1.503], [4.042, -2.650, -2.850], [2.546, -3.851, -0.606], [2.017, -3.569, -2.252], [0.288, -4.979, 0.276], [0.565, -5.361, -1.446], [-2.025, -5.217, 0.204], [-1.514, -6.551, -0.676], [-3.077, -4.103, -1.398], [-3.332, -5.639, -2.099], [-2.461, -3.791, -3.645], [-1.135, -4.941, -3.574], [-1.325, -2.191, -2.341], [0.028, -2.951, -3.099], [0.955, -1.231, 2.737], [2.423, -1.568, 1.762], [2.615, -2.491, 4.117], [2.761, -3.721, 2.939], [0.291, -2.916, 4.558], [1.191, -4.435, 4.893], [-1.096, -4.490, 3.564], [0.223, -5.315, 2.562], [-0.851, -2.433, 2.453], [-1.196, -3.563, 1.332]],
  "lumo_energy_ha": [0.131, 0.131],
  "homo_energy_ev": [-3.840, -3.702],
  "multiplicity": 6,
  "charge": -2,
  "s2": 8.764,
  "total_energy_ev": -137893.04823,
  "relative_energy_kj_mol": 50.8,
  "orbital_gap_ev": [7.4, 7.3]
}